(1)
Here is C14H10BiClF9O as an isolated structure at a distorted geometry from the OMol25 dataset. Energies are from wB97M-V/def2-TZVPD.

The geometry in XYZ format:
```
36
Properties=species:S:1:pos:R:3:forces:R:3:nbo_charge:R:1
C -0.790 1.292 -0.803 1.2 0.0 -1.4 -0.346
C -1.537 0.586 -1.842 0.5 0.2 0.5 -0.405
C -0.688 0.504 -2.990 1.2 1.0 0.6 -0.306
H -2.627 0.556 -1.898 0.4 -0.4 0.3 0.238
C 0.541 1.132 -2.672 -0.9 -0.7 0.0 -0.296
C 0.530 1.530 -1.312 -2.1 0.5 0.0 -0.263
H 1.264 2.170 -0.843 0.0 -0.5 0.2 0.238
H -1.227 1.736 0.071 0.1 -0.4 0.4 0.256
H -1.007 0.199 -3.960 0.0 -0.4 -0.4 0.210
H 1.338 1.362 -3.366 0.1 -0.4 0.0 0.206
Bi -0.503 -1.350 -0.429 -0.1 2.3 -0.4 1.638
Cl -2.391 -0.902 1.044 -0.4 -0.2 0.8 -0.575
C -1.276 -3.638 -0.985 0.0 -0.3 -0.5 -0.512
C -0.384 -3.600 -2.124 -0.7 -0.6 -0.4 -0.362
C -1.061 -2.946 -3.173 0.1 -0.7 0.1 -0.282
H 0.531 -4.189 -2.232 -0.2 0.6 0.2 0.224
C -2.360 -2.597 -2.728 -0.3 -0.6 0.1 -0.315
C -2.517 -3.019 -1.398 0.1 -0.5 -0.8 -0.294
H -3.465 -3.081 -0.864 0.5 0.4 0.1 0.236
H -1.167 -4.304 -0.122 0.0 0.4 -0.3 0.245
H -0.725 -2.885 -4.212 0.1 0.3 0.6 0.215
H -3.161 -2.222 -3.372 0.4 0.2 0.4 0.214
F 1.187 3.632 1.593 -0.5 -0.3 0.7 -0.337
C 0.762 2.905 2.665 -0.5 -0.9 -0.4 0.924
F 1.196 3.554 3.787 -0.5 -0.5 -0.9 -0.335
F -0.608 2.922 2.677 1.2 0.4 -0.1 -0.335
C 1.247 1.349 2.502 2.5 0.5 0.1 0.136
O 0.701 0.621 1.595 -0.3 0.4 0.5 -0.817
C 2.949 1.538 2.147 -2.1 -0.3 0.2 0.907
F 3.545 2.578 2.770 0.3 -0.4 -0.2 -0.342
F 3.630 0.395 2.433 -0.1 0.7 -0.1 -0.346
F 3.058 1.736 0.822 0.3 0.0 0.3 -0.336
C 1.261 0.754 3.956 -0.5 -0.2 0.4 0.929
F 2.265 1.307 4.727 -1.2 -0.8 -0.3 -0.343
F 0.046 0.962 4.587 1.4 -0.1 -0.3 -0.343
F 1.443 -0.586 3.947 0.0 0.9 0.1 -0.323
```
Forces are in eV/Å.

HOMO: -4.97 eV
relative energy (zero: lowest compared OMol25 entry of this formula, charge and spin): 34.0 kJ/mol
charge: -1
LUMO level: 1.98 eV
DFT total energy: -59548.0119 eV
HOMO-LUMO gap: 6.94 eV

***

(2)
Here is one molecule with the formula C4H10S2 at a distorted geometry from the OMol25 dataset. Energies are from wB97M-V/def2-TZVPD.

The geometry in XYZ format:
```
16
Properties=species:S:1:pos:R:3:forces:R:3:nbo_charge:R:1
C -0.380 -0.320 -1.616 -4.1 0.1 -0.2 -0.429
C 0.080 -0.848 -2.973 1.4 -0.6 2.0 -0.616
C 0.607 -0.446 -0.457 -1.2 -0.2 0.8 -0.521
S 0.310 1.136 0.533 2.0 0.5 -0.5 0.055
S -0.950 1.246 2.063 -1.2 -0.6 0.9 0.106
C -0.222 1.029 3.729 1.9 0.3 1.5 -0.796
H -0.836 0.725 -1.861 1.4 -1.3 1.0 0.219
H -1.340 -0.816 -1.197 1.3 0.4 -1.0 0.202
H -0.589 -1.008 -3.755 -1.9 -0.4 -0.7 0.220
H 0.665 -0.047 -3.364 1.3 0.2 -0.4 0.205
H 0.637 -1.784 -2.807 0.2 0.4 -0.4 0.199
H 0.408 -1.376 0.200 0.5 1.5 -1.2 0.235
H 1.624 -0.423 -0.877 -0.1 0.1 0.8 0.225
H 0.874 0.769 3.704 -1.0 0.4 -0.4 0.238
H -0.243 1.998 4.379 -0.4 -1.6 -1.4 0.233
H -0.645 0.167 4.300 -0.2 0.8 -0.6 0.227
```
Forces are in eV/Å.

HOMO: -8.63 eV
relative energy (zero: lowest compared OMol25 entry of this formula, charge and spin): 163.5 kJ/mol
SMILES: CCCSSC
charge: 0
LUMO level: 0.92 eV
DFT total energy: -25979.2902 eV
HOMO-LUMO gap: 9.55 eV

***

(3)
Here is a 2-piece molecular cluster, C9H14O overall at a distorted geometry from the OMol25 dataset. Energies are from wB97M-V/def2-TZVPD.

The geometry in XYZ format:
```
24
Properties=species:S:1:pos:R:3:forces:R:3:nbo_charge:R:1
C -0.818 2.502 2.577 -0.6 -0.8 3.1 -0.653
C 0.159 3.229 1.693 2.2 1.7 0.0 -0.625
H -1.853 2.304 2.326 -0.2 0.5 -1.3 0.220
H -0.547 1.485 2.899 0.7 0.2 -0.4 0.209
H -1.016 2.953 3.597 0.7 0.2 -1.1 0.215
H 0.652 2.616 0.949 0.4 -0.7 0.4 0.211
H 1.093 3.856 2.223 -2.8 -1.7 -1.1 0.211
H -0.325 3.871 0.964 -0.4 0.8 0.5 0.214
C -0.765 0.642 -0.600 2.5 1.7 0.5 -0.619
C 0.339 -0.816 -2.151 2.6 0.6 -1.9 -0.174
C -0.421 -0.692 -1.013 -0.2 1.9 -1.5 -0.075
C 1.197 -1.877 -2.352 -3.7 -2.4 3.8 -0.263
C -0.762 -1.720 -0.241 0.3 -3.4 2.3 -0.187
C 0.910 -2.983 -1.479 -2.6 3.3 1.8 0.300
C -0.123 -2.947 -0.431 1.8 1.9 -3.3 -0.251
O 1.592 -4.080 -1.537 3.3 -3.9 -0.1 -0.705
H 0.571 -0.031 -2.906 -0.8 0.2 1.2 0.208
H 1.970 -1.939 -3.016 1.7 -0.1 -1.9 0.213
H -0.995 1.297 -1.389 0.5 1.2 -1.2 0.214
H -0.123 1.088 0.218 0.4 -0.4 -1.6 0.214
H -1.343 -1.636 0.691 0.0 0.4 -0.7 0.209
H -0.311 -3.790 0.167 0.0 -1.0 0.5 0.215
H 2.494 -4.034 -1.141 -1.1 0.1 -0.5 0.489
H -1.575 0.702 -0.048 -4.7 -0.4 2.5 0.210
```
Forces are in eV/Å.

HOMO: -8.14 eV
relative energy (zero: lowest compared OMol25 entry of this formula, charge and spin): 279.9 kJ/mol
SMILES: Cc1ccc(O)cc1.CC
charge: 0
LUMO level: 0.80 eV
DFT total energy: -11604.7362 eV
HOMO-LUMO gap: 8.94 eV

***

(4)
Here is C43H47CrFN5O4PS as an isolated structure at a distorted geometry from the OMol25 dataset. Energies are from wB97M-V/def2-TZVPD.

The geometry in XYZ format:
```
103
Properties=species:S:1:pos:R:3:forces:R:3:lowdin_spin:R:1
Cr 0.564 0.626 0.244 -0.5 1.3 0.4 2.896
C 0.955 -3.670 4.356 -0.6 0.8 0.8 0.000
C 1.035 -2.318 3.644 1.5 1.2 -0.9 0.000
C 2.049 -2.396 2.398 -0.6 -0.9 1.7 0.000
C -0.371 -1.698 3.386 0.9 -0.1 -1.7 0.000
C -1.134 -1.565 4.527 0.7 0.7 0.7 0.000
C -2.360 -0.970 4.557 -1.7 -0.2 0.2 -0.002
C -3.043 -0.670 3.376 1.4 -0.3 -0.1 0.001
C -2.328 -0.801 2.176 -0.3 0.0 0.3 0.000
C -3.141 -0.602 0.888 0.6 0.1 -0.9 0.000
C -4.352 0.353 1.072 -0.4 -0.3 -0.4 0.000
C -3.711 -1.986 0.461 -2.1 0.0 0.7 0.000
C -0.941 -1.200 2.175 -1.3 0.3 -0.4 0.008
N -0.285 -0.986 0.906 0.5 -0.9 0.1 0.035
C 0.216 -2.094 0.209 0.5 0.6 0.0 0.004
C -0.359 -3.371 0.191 0.3 1.1 0.2 0.005
C 0.255 -4.440 -0.389 1.8 -0.8 -1.0 -0.001
C 1.570 -4.268 -0.946 -1.9 1.7 1.1 0.009
C 2.160 -2.995 -0.935 -0.3 -0.8 -0.5 -0.001
C 1.447 -1.941 -0.428 -0.7 -1.1 0.1 0.011
F 2.035 -0.680 -0.294 0.1 0.0 -0.2 0.025
H 1.848 -4.268 4.301 0.3 -0.2 -0.4 0.000
H 0.093 -4.154 3.957 -0.4 -1.0 -0.3 0.000
H 0.757 -3.533 5.434 0.0 0.0 -0.4 0.000
H 1.472 -1.634 4.384 0.1 0.2 -0.2 0.000
H 1.692 -3.252 1.827 0.3 0.0 -0.2 0.000
H 3.114 -2.598 2.686 -1.0 0.1 0.2 0.000
H 2.049 -1.522 1.779 0.0 0.3 0.1 0.000
H -0.616 -1.749 5.459 -0.2 -0.4 0.2 0.000
H -2.883 -0.878 5.508 0.1 0.1 -0.1 0.000
H -4.074 -0.338 3.381 0.2 -0.1 0.1 0.000
H -2.410 -0.161 0.130 -1.2 -0.7 0.7 0.000
H -5.223 -0.151 1.580 0.9 0.4 -0.4 0.000
H -4.746 0.724 0.085 0.6 -0.3 1.0 0.000
H -4.041 1.184 1.703 -0.2 0.3 -0.2 0.000
H -4.146 -2.472 1.408 0.8 0.4 -1.3 0.000
H -3.075 -2.671 -0.070 0.7 -0.2 0.1 0.000
H -4.618 -1.904 -0.215 1.0 0.3 0.6 0.000
H -1.267 -3.417 0.729 -1.0 -0.5 0.3 0.000
H -0.231 -5.427 -0.411 0.3 0.6 0.1 0.000
H 2.121 -5.030 -1.400 0.5 -1.3 -0.5 0.001
H 3.138 -2.914 -1.380 0.2 0.4 0.1 0.000
O -2.569 2.295 -0.947 -0.3 -0.1 -0.1 0.001
S -1.341 3.078 -0.092 -0.6 2.7 -1.7 0.001
O -0.298 3.485 -1.040 -0.8 -0.4 0.1 0.000
O -0.906 1.879 0.643 1.4 -2.6 1.5 0.020
C -2.660 2.080 -2.288 -1.1 0.4 -0.2 0.000
C -3.822 2.645 -2.936 3.7 -1.4 2.5 0.000
C -3.913 2.516 -4.247 -2.6 2.2 -1.3 0.000
C -2.965 1.884 -4.975 1.3 -1.8 -1.2 0.000
C -1.904 1.250 -4.420 1.2 0.2 2.2 -0.001
C -1.750 1.329 -2.994 0.6 0.2 -0.4 -0.005
P -0.313 0.471 -2.230 0.6 -0.1 -0.9 -0.019
C 1.184 1.146 -3.116 -1.0 0.1 0.7 0.000
C 2.446 0.535 -3.065 0.2 -0.1 -0.1 -0.001
C 3.555 1.175 -3.622 -1.0 -0.1 -0.9 0.000
C 3.349 2.385 -4.263 -0.5 0.5 -0.1 -0.001
C 2.091 2.990 -4.319 0.3 0.4 0.8 0.000
C 1.006 2.421 -3.664 0.4 -0.3 -1.2 -0.001
C -0.624 -1.139 -3.029 -1.2 -1.2 0.7 -0.001
C -1.907 -1.707 -2.791 -0.4 0.4 0.0 -0.001
C -2.286 -2.982 -3.245 -0.2 0.8 0.5 0.000
C -1.345 -3.727 -3.897 1.7 0.4 -0.9 -0.002
C -0.059 -3.175 -4.155 -1.7 -0.2 0.9 0.000
C 0.305 -1.920 -3.725 -1.2 0.1 0.7 -0.001
H -4.369 3.268 -2.324 -1.6 1.1 1.0 0.000
H -4.710 3.136 -4.697 0.4 -0.9 -0.3 0.000
H -3.060 1.738 -6.004 -0.3 0.3 -1.7 0.000
H -1.042 0.824 -4.948 -0.8 -0.1 -0.3 0.000
H 2.616 -0.461 -2.642 -0.4 0.5 0.0 0.000
H 4.489 0.665 -3.808 0.2 -0.1 0.6 0.000
H 4.163 2.879 -4.754 0.4 0.1 -0.2 0.000
H 1.961 3.971 -4.770 0.1 -0.2 -0.2 0.000
H 0.027 2.907 -3.783 0.5 -0.4 0.5 0.000
H -2.703 -1.146 -2.269 0.7 0.0 -0.2 0.000
H -3.305 -3.366 -3.086 0.6 0.3 0.0 0.000
H -1.558 -4.709 -4.272 -0.1 -0.3 0.0 0.000
H 0.665 -3.766 -4.619 0.9 -0.9 -0.8 0.000
H 1.299 -1.583 -3.835 0.9 0.3 -0.4 0.000
C 1.024 1.966 5.646 0.8 -0.5 -0.2 0.000
N 1.379 1.396 4.350 0.5 0.2 -0.3 0.001
C 2.770 1.199 3.961 -0.6 -0.7 -0.1 0.000
C 2.647 0.919 2.479 -1.0 0.4 -1.1 0.004
O 3.506 0.548 1.716 -0.5 0.3 0.6 0.003
N 1.268 1.181 2.113 2.2 -1.0 -0.7 -0.009
C 0.636 1.463 3.228 -1.5 0.2 1.4 0.002
N -0.657 1.789 3.333 0.0 0.0 -3.2 0.002
H 1.008 3.059 5.685 -0.2 -0.1 -0.3 0.000
H 1.858 1.654 6.291 -0.7 0.0 0.2 0.000
H 0.071 1.532 5.944 0.1 0.1 0.5 0.000
H 3.223 0.297 4.413 0.0 0.8 0.2 0.000
H 3.278 2.143 4.110 0.8 -0.1 0.2 0.000
H -1.266 1.672 2.466 1.2 0.3 1.7 0.000
H -1.068 1.669 4.204 -0.9 -0.2 1.6 0.000
C 3.482 5.239 -1.091 0.2 1.6 -1.0 0.000
C 3.932 3.833 -0.867 -1.2 -1.5 -0.6 0.002
C 2.763 2.966 -0.623 1.8 0.4 0.0 0.013
N 2.010 2.156 -0.386 -1.6 -1.2 0.4 0.001
H 4.354 5.877 -0.908 -0.2 0.2 -0.5 0.000
H 2.750 5.567 -0.362 -0.3 -0.1 0.1 0.000
H 3.049 5.430 -2.133 0.7 -0.4 1.5 0.000
H 4.621 3.644 -0.058 0.1 0.3 0.5 0.000
H 4.404 3.363 -1.734 0.0 0.3 -0.1 0.000
```
Forces are in eV/Å.

HOMO (spin up / spin down): -9.92 / -10.14 eV
relative energy (zero: lowest compared OMol25 entry of this formula, charge and spin): 29.9 kJ/mol
<S²>: 3.785
charge: +1
LUMO level (spin up / spin down): -2.76 / -2.20 eV
DFT total energy: -112252.7688 eV
2S+1: 4
HOMO-LUMO gap (spin up / spin down): 7.15 / 7.94 eV